The following is a DFT calculation (the ωB97M-V functional and the def2-TZVPD basis) of C36H77BBaBrN2O6P2SSi as an isolated structure.

Calculated values
HOMO   -3.8269 eV

Structure (ORCA input):
```
! wB97M-V def2-TZVPD RIJCOSX def2/J DEFGRID3
* xyz -1 1
Ba 0.6512 2.0622 -1.9926
C -3.5883 4.6147 2.1949
C -2.1617 4.2870 1.5819
C -1.4150 3.3852 2.5370
C -1.3536 5.5572 1.4172
P -2.0969 3.3796 -0.1068
C -3.3666 2.1030 0.3575
N -3.5369 1.0130 -0.5928
B -2.5051 0.2712 -1.3367
N -3.3308 -0.6813 -2.0972
C -2.8580 -1.4546 -3.2064
P -1.7905 -0.3315 -4.2895
C -0.7166 -1.8188 -4.8920
C 0.1618 -1.4304 -6.0538
C -1.4149 -3.1381 -5.1651
C 0.2168 -1.9647 -3.6286
C -2.9415 0.2738 -5.6403
C -2.2091 1.3775 -6.4457
C -4.1204 0.9316 -4.9326
C -3.4293 -0.7966 -6.6143
C -4.6830 -0.5603 -1.8077
C -5.8179 -1.1991 -2.2721
C -7.0672 -0.7894 -1.7989
C -7.1472 0.2801 -0.8971
C -6.0121 0.9245 -0.3847
C -4.7927 0.5195 -0.9018
C -2.9742 4.4408 -1.4000
C -3.4664 3.4533 -2.4233
C -4.1797 5.2243 -0.9119
C -1.9335 5.3667 -2.0666
H -3.4746 4.8298 3.2520
H -4.2612 3.7656 2.1523
H -4.1186 5.4120 1.7190
H -1.3293 3.8372 3.5127
H -0.3836 3.1644 2.1999
H -1.9304 2.4209 2.7176
H -1.2481 6.0961 2.3481
H -1.7801 6.2753 0.7171
H -0.3503 5.3109 1.0553
H -4.3189 2.6538 0.3503
H -3.2309 1.6906 1.3595
H -3.6818 -1.8782 -3.7299
H -2.2121 -2.2494 -2.8187
H -0.3585 -1.3087 -7.0255
H 0.9106 -2.2220 -6.1794
H 0.7021 -0.4900 -5.8688
H -1.7868 -3.2445 -6.1747
H -2.2195 -3.4857 -4.4983
H -0.6602 -3.9175 -5.0911
H 1.0719 -1.2615 -3.6637
H 0.5985 -2.9700 -3.6472
H -0.3094 -1.7499 -2.6540
H -1.9028 2.2169 -5.8339
H -2.8849 1.7321 -7.2358
H -1.3027 1.0014 -6.9260
H -3.8337 1.6501 -4.1460
H -4.8094 0.2132 -4.4726
H -4.6910 1.4573 -5.6609
H -2.5710 -1.1446 -7.1784
H -4.2351 -0.4182 -7.2815
H -3.8588 -1.6656 -6.0856
H -5.7268 -1.9743 -3.0156
H -7.9468 -1.3000 -2.1404
H -8.1191 0.5347 -0.5487
H -6.1298 1.7342 0.2986
H -4.3623 2.9044 -2.1051
H -2.7255 2.6398 -2.5566
H -3.6908 3.9509 -3.3180
H -4.9877 4.6493 -0.4449
H -4.6031 5.7343 -1.7616
H -3.9299 5.9779 -0.1710
H -1.1582 4.8120 -2.5437
H -1.5481 6.1277 -1.4080
H -2.4381 5.8550 -2.8940
O -5.1989 2.8984 11.0325
H -4.5222 3.5159 10.7581
H -5.4955 3.2661 11.8695
O 4.1294 8.2396 1.1848
H 4.1245 8.3880 2.1175
H 5.0194 8.3589 0.8128
O -2.7410 -11.9997 -1.5190
H -3.0719 -12.8183 -1.1535
H -2.7529 -12.1314 -2.4695
Br 2.1786 3.5460 -3.9890
C 3.3373 -3.5771 6.0813
C 2.6056 -3.2837 4.7498
C 1.8642 -4.6324 4.3450
C 1.5322 -2.1839 5.0306
O 3.6066 -2.8421 3.8480
Si 4.3540 -1.8227 2.6526
S 2.8507 -1.0825 1.5810
O 5.2714 -0.4955 3.1051
C 6.3359 -0.1939 3.9558
C 5.9150 0.4607 5.2516
C 7.0441 -1.4845 4.1067
C 7.1445 0.8659 3.1982
O 5.4363 -2.8569 1.9905
C 6.1221 -3.4726 0.9643
C 7.2798 -4.3015 1.5358
C 6.7195 -2.5165 -0.0687
C 5.0617 -4.3856 0.3310
H 2.6547 -3.7207 6.9637
H 3.9654 -2.7273 6.2887
H 3.8730 -4.5265 5.9505
H 1.0700 -4.8673 5.0935
H 2.5425 -5.5040 4.3313
H 1.4207 -4.4811 3.3544
H 1.1282 -2.2420 6.0704
H 0.6817 -2.2631 4.3553
H 1.9319 -1.1932 4.8947
H 5.1499 -0.1566 5.7270
H 5.3758 1.3770 4.9963
H 6.7758 0.5547 5.9563
H 6.2926 -2.2606 4.3212
H 7.8337 -1.4922 4.8862
H 7.4452 -1.7599 3.1639
H 6.4061 1.6504 2.9530
H 7.5048 0.4768 2.2579
H 7.9739 1.2419 3.8220
H 8.0419 -3.7066 1.9945
H 7.7576 -4.8931 0.7268
H 6.8730 -4.9858 2.3189
H 7.4471 -1.8685 0.3784
H 5.9872 -1.8970 -0.5731
H 7.2360 -3.0513 -0.8714
H 4.6502 -5.0805 1.0657
H 5.3288 -4.9724 -0.5818
H 4.2077 -3.7776 0.0207
*
```



The following is a DFT calculation (the ωB97M-V functional and the def2-TZVPD basis) of a 15-piece molecular cluster, C48H78Cl12O27 overall.

Calculated values
HOMO   -9.9737 eV

Structure (ORCA input):
```
! wB97M-V def2-TZVPD RIJCOSX def2/J DEFGRID3
* xyz 0 1
Cl 3.6827 3.6904 -0.6206
C 3.1954 4.8463 -1.9131
C 2.3808 4.1390 -2.9927
Cl 1.9933 5.4360 -4.0734
H 4.0554 5.3041 -2.4019
H 2.6044 5.6522 -1.4780
H 1.4540 3.6858 -2.6407
H 3.0103 3.3712 -3.4425
Cl -4.6126 4.8881 0.2500
C -6.0885 5.9995 0.2782
C -7.1148 5.4301 1.2378
Cl -7.5965 3.8647 0.5411
H -6.3689 6.1393 -0.7658
H -5.7667 6.9405 0.7244
H -8.0197 6.0357 1.2863
H -6.7619 5.2649 2.2558
Cl -0.2340 4.3305 3.8950
C -0.0468 5.8803 3.2382
C 1.4385 6.2405 3.2865
Cl 2.2713 5.1968 2.0960
H -0.6140 6.5160 3.9181
H -0.6002 5.8606 2.2994
H 1.7740 5.9679 4.2871
H 1.6150 7.2645 2.9573
Cl -1.0943 6.7248 -3.5891
C -1.9837 7.0515 -2.0410
C -1.3007 6.1842 -0.8730
Cl 0.2856 6.8491 -0.4246
H -3.0249 6.7302 -2.0699
H -1.9593 8.1091 -1.7783
H -1.2503 5.1381 -1.1753
H -1.8995 6.2122 0.0374
Cl -0.9309 3.1603 0.4884
C 0.3539 1.9706 0.1031
C -0.2372 0.5098 0.3343
Cl -1.5059 0.2218 -0.8960
H 1.2404 2.2271 0.6833
H 0.6566 1.9994 -0.9436
H -0.6808 0.3793 1.3214
H 0.4854 -0.2990 0.2258
Cl -0.6809 -0.3970 -4.3115
C 0.8236 0.2419 -4.9073
C 2.0221 -0.3630 -4.2152
Cl 2.1640 0.3762 -2.6263
H 0.8701 1.3301 -4.9481
H 0.9117 -0.1005 -5.9384
H 2.9108 -0.1695 -4.8158
H 1.8861 -1.4319 -4.0509
C 1.6501 -4.8292 3.9815
C 1.2359 -4.3874 2.5633
C 0.1806 -5.2201 1.8507
O -0.6846 -4.1923 1.3626
C -0.3896 -3.0272 1.8598
O -1.1144 -2.0678 1.7425
O 0.5656 -3.1520 2.7360
H 2.3557 -5.6584 4.0325
H 0.8091 -5.1093 4.6157
H 2.1413 -4.0000 4.4908
H 2.1087 -4.1468 1.9563
H -0.4120 -5.8071 2.5524
H 0.4620 -5.8850 1.0340
C -3.9302 4.0680 4.3682
C -4.4227 2.7389 3.7056
C -3.5434 2.1668 2.5392
O -3.2705 0.7642 2.8766
C -3.7306 0.5227 4.1310
O -3.7714 -0.5484 4.6861
O -4.3481 1.6623 4.7056
H -4.1545 4.9432 3.7585
H -2.8473 4.0907 4.4900
H -4.3369 4.2060 5.3700
H -5.4634 2.8211 3.3922
H -2.6130 2.7346 2.5419
H -4.0871 2.1283 1.5953
C -3.3069 2.4574 -3.6040
C -4.3926 1.4184 -3.1017
C -4.9793 1.7332 -1.7723
O -6.2932 1.3537 -1.8607
C -6.5733 1.0879 -3.1235
O -7.6721 0.6714 -3.5115
O -5.5365 1.4434 -3.8927
H -2.3891 2.3336 -3.0291
H -3.7045 3.4503 -3.3941
H -3.2305 2.3708 -4.6879
H -4.0316 0.3916 -3.1595
H -5.0351 2.7928 -1.5228
H -4.4754 1.2729 -0.9224
C 6.1455 -1.8042 0.0050
C 5.8896 -2.7821 1.1636
C 4.4498 -3.1625 1.3726
O 4.4738 -4.5964 1.2061
C 5.6822 -5.0295 0.7919
O 5.9556 -6.1458 0.3139
O 6.6040 -3.9927 0.9324
H 6.3798 -2.2780 -0.9483
H 6.9128 -1.0842 0.2895
H 5.2859 -1.2091 -0.3031
H 6.2820 -2.2819 2.0490
H 3.7575 -2.6507 0.7041
H 4.0936 -2.7992 2.3366
C -1.0149 -3.8458 -2.3069
C -2.5008 -4.0230 -2.4096
C -3.3812 -3.2220 -1.4348
O -4.4059 -2.7573 -2.2735
C -3.9389 -2.6875 -3.5242
O -4.3733 -2.0640 -4.4554
O -2.8904 -3.5064 -3.6241
H -0.5726 -4.6371 -2.9122
H -0.7074 -4.0541 -1.2822
H -0.7447 -2.8508 -2.6607
H -2.7585 -5.0816 -2.4419
H -2.8842 -2.4664 -0.8264
H -3.8189 -3.9214 -0.7225
C 5.3583 1.5198 -3.8531
C 6.7692 1.0523 -4.2131
C 6.9990 -0.4291 -3.8012
O 6.7389 -1.1335 -4.9959
C 6.8400 -0.3187 -6.0167
O 6.7679 -0.5857 -7.2186
O 6.8781 0.8911 -5.5852
H 5.0692 1.5999 -2.8052
H 4.5901 0.7931 -4.1176
H 5.1138 2.5154 -4.2234
H 7.5015 1.7346 -3.7814
H 6.2577 -0.7817 -3.0841
H 8.0393 -0.5655 -3.5057
C 0.0119 0.3332 4.9885
C 1.3669 0.6834 4.4755
C 2.5084 -0.2187 4.8962
O 3.1397 -0.5524 3.6601
C 2.4149 -0.1059 2.6525
O 2.6989 -0.2099 1.4815
O 1.3058 0.5267 3.0714
H -0.3281 -0.6818 4.7827
H -0.7116 0.9380 4.4418
H 0.0729 0.4645 6.0689
H 1.7371 1.6561 4.7994
H 2.1457 -1.0420 5.5116
H 3.1699 0.4195 5.4820
C 4.5923 -4.5235 -3.6245
C 3.2251 -4.6560 -3.0685
C 2.9863 -5.5096 -1.8116
O 2.4063 -4.7002 -0.8823
C 2.2708 -3.4865 -1.3056
O 1.8895 -2.5072 -0.6826
O 2.8025 -3.4214 -2.5043
H 5.3681 -4.3438 -2.8802
H 4.7018 -3.7452 -4.3797
H 4.8738 -5.4964 -4.0274
H 2.5485 -4.9139 -3.8832
H 3.9556 -5.8229 -1.4237
H 2.4298 -6.4287 -1.9950
C -2.8922 -4.4392 3.9778
C -4.2794 -3.7903 4.0095
C -4.5166 -2.9686 2.7238
O -5.3025 -3.7928 1.8676
C -5.7512 -4.8787 2.5228
O -6.3814 -5.7966 2.0193
O -5.2363 -4.8216 3.8398
H -2.6263 -4.9719 3.0648
H -2.7691 -5.0738 4.8554
H -2.2400 -3.5915 4.1879
H -4.3680 -3.2740 4.9654
H -3.5702 -2.8106 2.2067
H -4.9744 -1.9971 2.9099
*
```



The following is a DFT calculation (the ωB97M-V functional and the def2-TZVPD basis) of C5H10O in the gas phase.

Calculated values
HOMO   -9.1927 eV

Structure (ORCA input):
```
! wB97M-V def2-TZVPD RIJCOSX def2/J DEFGRID3
* xyz 0 1
C -1.1059 1.6350 -0.2931
C -0.1822 0.5156 -0.7912
C 0.2572 -0.4466 0.2868
C 1.6705 -0.0399 0.8051
C -0.6443 -1.8876 0.2596
O 0.2094 -2.1446 -0.7252
H -0.5925 2.3916 0.3129
H -1.9146 1.2105 0.3076
H -1.5491 2.1501 -1.1534
H 0.6717 0.9654 -1.3289
H -0.7015 -0.1272 -1.4897
H 2.1778 0.7480 0.2005
H 1.8352 0.2532 1.8566
H 2.2109 -0.9570 0.6394
H -1.6913 -1.6639 -0.0370
H -0.6622 -2.6212 1.0994
*
```



The following is a DFT calculation (the ωB97M-V functional and the def2-TZVPD basis) of C62H46ClO3P2PtS6 as an isolated structure.

Calculated values
HOMO (spin up / spin down)   -7.8577 / -9.8424 eV
<S²>   6.07

Structure (ORCA input):
```
! wB97M-V def2-TZVPD RIJCOSX def2/J DEFGRID3
* xyz 1 5
Pt -0.0395 -0.4519 -0.1626
O 0.1050 1.8478 -1.6086
S 0.7318 1.8415 -0.2685
C -0.1153 3.2024 0.5776
C 0.5727 4.1177 1.3374
C 0.0196 5.3603 1.6935
C -1.2175 5.6886 1.2021
C -2.0410 6.9399 1.2744
C -3.3247 6.6282 0.4629
C -3.1827 5.1980 0.0383
C -4.0048 4.3484 -0.6545
C -3.6178 3.0045 -0.7910
C -2.4031 2.5200 -0.3374
P -2.1870 0.7286 -0.0832
C -3.3885 -0.0132 -1.2187
C -2.9941 -0.1220 -2.5512
C -3.8446 -0.7003 -3.4741
C -5.0839 -1.1762 -3.0689
C -5.4787 -1.0615 -1.7459
C -4.6339 -0.4819 -0.8149
C -2.9011 0.5442 1.5814
C -3.5517 1.5666 2.2652
C -4.0151 1.3498 3.5512
C -3.8281 0.1230 4.1644
C -3.1927 -0.9033 3.4820
C -2.7300 -0.6931 2.1975
C -1.4661 3.4228 0.2305
C -1.9370 4.7212 0.4798
C 2.3489 2.6045 -0.5287
C 2.3622 3.8878 -1.0253
C 3.5392 4.6478 -1.0934
C 4.6972 4.0961 -0.6120
C 6.0895 4.6378 -0.4764
C 6.9113 3.4843 0.1508
C 5.9414 2.3515 0.2993
C 6.0803 1.0747 0.7742
C 4.9765 0.2103 0.7105
C 3.7325 0.5924 0.2368
P 2.4946 -0.6836 -0.1762
C 3.2337 -2.1978 0.5278
C 3.1726 -2.3402 1.9141
C 3.5963 -3.5120 2.5142
C 4.0746 -4.5562 1.7373
C 4.1494 -4.4133 0.3613
C 3.7312 -3.2427 -0.2465
C 2.8155 -0.7795 -1.9722
C 4.1028 -0.8637 -2.4983
C 4.2801 -0.9796 -3.8662
C 3.1825 -0.9946 -4.7146
C 1.9036 -0.8765 -4.1974
C 1.7228 -0.7690 -2.8319
C 3.5335 1.9484 -0.1442
C 4.6775 2.7673 -0.1525
H 1.5814 3.8823 1.6400
H 0.5957 6.0450 2.2963
H -1.4949 7.7892 0.8603
H -2.2770 7.1803 2.3124
H -3.4077 7.2766 -0.4108
H -4.2281 6.7704 1.0577
H -4.9585 4.6710 -1.0441
H -4.3200 2.3155 -1.2388
H -2.0220 0.2600 -2.8424
H -3.5461 -0.7870 -4.5083
H -5.7449 -1.6383 -3.7871
H -6.4462 -1.4301 -1.4374
H -4.9348 -0.3922 0.2200
H -3.6986 2.5304 1.8019
H -4.5185 2.1482 4.0750
H -4.1716 -0.0335 5.1749
H -3.0487 -1.8625 3.9574
H -2.2087 -1.4705 1.6540
H 1.4336 4.3262 -1.3630
H 3.5068 5.6505 -1.4879
H 6.0983 5.5305 0.1510
H 6.4826 4.9245 -1.4539
H 7.3257 3.7642 1.1211
H 7.7495 3.1984 -0.4861
H 7.0230 0.7056 1.1511
H 5.1265 -0.8102 1.0307
H 2.7861 -1.5256 2.5129
H 3.5454 -3.6159 3.5872
H 4.3929 -5.4755 2.2039
H 4.5334 -5.2195 -0.2441
H 3.7826 -3.1467 -1.3214
H 4.9612 -0.8437 -1.8388
H 5.2767 -1.0599 -4.2763
H 3.3258 -1.0898 -5.7804
H 1.0488 -0.8692 -4.8559
H 0.7148 -0.6661 -2.4206
C -0.7042 -2.4088 -0.7441
C -1.8903 -2.8567 -0.7467
C -3.1440 -3.4261 -0.8405
C -3.9538 -3.6387 0.2970
C -5.1768 -4.2531 0.1703
C -5.6290 -4.6792 -1.0727
C -4.8529 -4.4594 -2.2043
C -3.6337 -3.8336 -2.1028
H -3.6050 -3.3140 1.2643
H -5.7837 -4.4128 1.0485
H -6.5769 -5.1840 -1.1593
H -5.2025 -4.7866 -3.1725
H -3.0215 -3.6721 -2.9769
C 0.0341 -3.9564 1.9756
S -1.1235 -5.2136 1.3719
C -0.4475 -5.7482 -0.1367
C 0.3866 -5.0909 -1.0062
S 0.7919 -3.4001 -1.0693
S 1.0017 -6.0376 -2.3567
C 0.0362 -7.4752 -2.0387
S -0.0076 -8.7628 -3.0699
S -0.9346 -7.3600 -0.5920
H -0.0349 -3.9996 3.0576
H -0.2416 -2.9595 1.6325
H 1.0372 -4.2068 1.6498
Cl -0.5471 1.8227 4.3993
C 0.7380 0.6301 4.1289
C 0.8331 0.4765 2.5966
O 1.5236 1.2799 1.9660
O 0.1567 -0.4678 2.1352
H 0.4397 -0.3078 4.5929
H 1.6654 1.0214 4.5425
*
```



The following is a DFT calculation (the ωB97M-V functional and the def2-TZVPD basis) of C6H7Cl in the gas phase.

Calculated values
HOMO   -8.1671 eV

Structure (ORCA input):
```
! wB97M-V def2-TZVPD RIJCOSX def2/J DEFGRID3
* xyz 0 1
C 1.3146 -0.0581 1.2706
C 2.7110 -0.5014 1.1597
C 0.2953 0.5858 0.3286
C -0.4644 0.2898 -0.6746
C 1.0579 1.5059 1.1280
C -0.7184 -1.1132 -1.2431
Cl 3.1402 -1.8634 2.0414
H 0.9025 -0.5427 2.2436
H -0.9439 1.1593 -1.0380
H 0.5423 1.9286 1.9370
H 1.7892 1.9449 0.4906
H -0.5690 -1.2453 -2.2570
H -1.6867 -1.2957 -0.9629
H -0.0889 -1.7769 -0.8061
*
```



Computed energy (eV) in order:
-162556.819 -256594.158 -7391.077 -170532.385 -18852.235
Computed strongest force on any atom (eV/A) in order:
2.099 4.772 2.034 1.848 3.680
Computed energy above the lowest of the compared OMol25 structures with the same formula, charge and spin (kJ/mol) in order:
123.6 147.9 355.9 0.0 465.6